Record 1
{"formula": "C5H6O2", "method": "ωB97M-V/def2-TZVPD", "symbols": ["C", "C", "C", "C", "O", "C", "O", "H", "H", "H", "H", "H", "H"], "coordinates": [[2.088, 0.526, -0.033], [0.685, 0.066, -0.052], [-0.508, 0.655, 0.319], [-1.501, -0.306, 0.053], [-2.825, -0.212, 0.242], [-0.878, -1.414, -0.457], [0.464, -1.195, -0.525], [2.373, 0.842, 0.975], [2.773, -0.267, -0.347], [2.218, 1.376, -0.710], [-0.625, 1.649, 0.724], [-3.047, 0.660, 0.611], [-1.218, -2.380, -0.799]], "e_above_lowest_ev": 0.8310, "smiles": "Cc1cc(O)co1", "total_energy_ev": -9376.2647, "homo_lumo_gap_ha": 0.32172, "spin_multiplicity": 1, "largest_force_ev_per_a": 1.6}

Record 2
{"formula": "C6H12", "method": "ωB97M-V/def2-TZVPD", "symbols": ["C", "C", "C", "C", "C", "C", "H", "H", "H", "H", "H", "H", "H", "H", "H", "H", "H", "H"], "coordinates": [[0.590, 1.260, 0.892], [-0.017, -0.042, 0.439], [0.845, -1.255, 0.678], [-1.413, -0.199, 0.641], [-0.913, 0.033, -1.322], [0.468, 0.181, -1.637], [1.627, 1.359, 0.563], [0.012, 2.118, 0.536], [0.542, 1.259, 1.991], [1.875, -1.089, 0.355], [0.443, -2.140, 0.177], [0.818, -1.444, 1.762], [-1.833, -1.193, 0.760], [-2.015, 0.655, 0.937], [-1.553, 0.908, -1.425], [-1.403, -0.899, -1.597], [0.884, 1.169, -1.795], [1.044, -0.680, -1.955]], "e_above_lowest_ev": 4.9897, "total_energy_ev": -6411.9510, "homo_lumo_gap_ha": 0.25774, "spin_multiplicity": 1, "largest_force_ev_per_a": 0.7}

Record 3
{"formula": "C21H31F3O3PS2", "method": "ωB97M-V/def2-TZVPD", "symbols": ["C", "C", "C", "C", "C", "C", "C", "O", "S", "C", "C", "F", "P", "O", "O", "S", "H", "H", "H", "H", "H", "H", "H", "H", "H", "H", "H", "H", "H", "H", "H", "H", "H", "H", "H", "H", "H", "F", "C", "C", "C", "C", "C", "C", "H", "H", "H", "H", "H", "F", "C", "C", "C", "C", "C", "C", "H", "H", "H", "H", "H"], "coordinates": [[1.668, -0.785, 1.544], [1.728, -0.467, 0.044], [2.466, -1.621, -0.662], [2.470, 0.851, -0.270], [1.590, 2.091, -0.531], [0.982, 2.082, -1.947], [0.575, 2.338, 0.595], [-0.853, 2.233, 0.168], [-1.607, 0.919, 0.582], [-2.539, 0.472, -0.917], [-3.092, 1.651, -1.692], [-1.684, -0.258, -1.673], [-3.194, 1.579, 1.982], [-3.325, 0.238, 2.827], [-4.532, 1.696, 1.139], [-2.623, 3.117, 2.878], [2.657, -0.649, 1.988], [1.388, -1.829, 1.704], [0.952, -0.181, 2.109], [0.723, -0.434, -0.401], [3.547, -1.477, -0.610], [2.232, -2.578, -0.195], [2.171, -1.688, -1.712], [3.203, 1.073, 0.511], [3.041, 0.705, -1.190], [2.256, 2.956, -0.488], [1.586, 1.439, -2.588], [-0.036, 1.700, -1.991], [1.013, 3.076, -2.394], [0.711, 1.665, 1.437], [0.635, 3.351, 0.985], [-3.314, -0.219, -0.567], [-2.596, 2.588, -1.442], [-4.156, 1.765, -1.501], [-2.930, 1.449, -2.750], [-3.000, -0.595, 2.452], [-4.863, 0.872, 0.735], [-5.699, -0.746, -0.905], [-5.862, -1.173, -2.199], [-5.368, -2.411, -2.546], [-5.534, -2.833, -3.858], [-6.176, -2.018, -4.781], [-6.659, -0.775, -4.394], [-6.507, -0.339, -3.085], [-4.873, -3.029, -1.809], [-5.163, -3.803, -4.157], [-6.302, -2.353, -5.801], [-7.161, -0.141, -5.112], [-6.885, 0.620, -2.757], [5.200, -2.320, 1.828], [5.894, -1.578, 2.721], [5.219, -1.015, 3.785], [5.935, -0.255, 4.700], [7.301, -0.069, 4.535], [7.952, -0.644, 3.452], [7.250, -1.409, 2.532], [4.154, -1.175, 3.894], [5.424, 0.189, 5.543], [7.857, 0.523, 5.249], [9.016, -0.498, 3.321], [7.739, -1.872, 1.686]], "total_energy_ev": -67528.1487, "homo_lumo_gap_ha": 0.26785, "charge": 1, "spin_multiplicity": 1, "largest_force_ev_per_a": 0.9}